Entry from the Open Molecules 2025 dataset: a gas-phase ion, C5H5Br2N2 (charge +1) in a non-equilibrium geometry (ωB97M-V with the def2-TZVPD basis set).

Last column: Löwdin charge in e.
Element x y z (Å)
1 H -2.27792 0.28419 0.84851  0.115
2 H -1.55912 1.08704 2.29681  0.100
3 C 2.08762 -0.56097 1.27553  -0.659
4 C -0.01160 0.02271 -0.36596  0.045
5 C 1.23748 -0.38774 -0.86729  -0.027
6 H 3.20348 -0.92119 -0.25501  0.149
7 N 2.23734 -0.74518 -0.07173  0.062
8 H -0.87383 0.30599 -1.03695  0.149
9 Br 3.51356 -0.76992 2.43850  0.885
10 C -0.35792 0.21263 1.01315  -0.352
11 H 1.41886 -0.40196 -1.85451  0.105
12 Br 0.64361 0.27228 3.70323  0.841
13 C 0.79597 0.01295 1.85992  -0.598
14 N -1.55048 0.60094 1.41418  0.184

Forces on atoms 1 to 3 (eV/Å):
H -1.9 0.3 -0.5
H -1.0 -0.3 0.2
C -4.0 2.3 1.8

Net charge: +1
HOMO energy: -0.4872 Eh
Frontier orbital gap: 8.95 eV
SMILES: [NH2+]=c1cc[nH]c(Br)c1Br